Formula: C43H37MoN2OP2Si
Source: the OMol25 dataset
Level of theory: the ωB97M-V functional and the def2-TZVPD basis

Values from the calculation:
HOMO level (alpha / beta), eV: -16.26 / -16.17
<S²>: 2.1743
Kohn-Sham gap (alpha / beta), eV: 6.3040 / 3.9275
Net charge: +3
Spin multiplicity: 3

Structure (XYZ):
```
87
Properties=species:S:1:pos:R:3:mulliken_charge:R:1
Mo -0.178 0.750 -0.329 -1.0147
C -0.834 1.677 3.502 -1.3110
Si -0.268 0.469 2.242 1.0721
C 1.558 0.053 2.651 0.0556
C 1.976 0.027 4.060 -0.3413
C 3.353 0.007 4.360 -0.9496
C 4.271 -0.272 3.373 -0.5920
C 3.864 -0.487 2.023 -0.0954
C 2.591 -0.115 1.682 -0.4100
P 2.033 -0.224 -0.041 1.9941
C 3.295 0.442 -1.142 0.6467
C 4.180 1.369 -0.577 -0.2939
C 5.226 1.862 -1.377 -0.6784
C 5.294 1.551 -2.724 -0.5658
C 4.455 0.586 -3.289 -0.8359
C 3.448 0.000 -2.477 -0.7396
C 2.229 -2.050 -0.139 0.2712
C 3.388 -2.690 -0.508 -0.0933
C 3.488 -4.074 -0.701 -0.9490
C 2.351 -4.822 -0.654 -0.6783
C 1.117 -4.205 -0.318 -0.6126
C 1.103 -2.829 0.066 0.2142
C -1.279 -1.177 2.404 1.3335
C -1.156 -1.999 3.566 -0.5860
C -1.873 -3.197 3.595 -0.6559
C -2.774 -3.536 2.560 -1.0772
C -2.940 -2.647 1.488 -0.6878
C -2.127 -1.541 1.359 -0.6332
P -2.154 -0.695 -0.341 2.0480
C -3.818 0.026 -0.210 0.5678
C -4.132 0.876 0.888 -0.3660
C -5.363 1.487 0.921 -0.6257
C -6.364 0.950 0.070 -0.5317
C -6.099 -0.008 -0.861 -0.7648
C -4.755 -0.408 -1.118 -0.4328
C -2.114 -1.865 -1.686 0.7418
C -0.997 -1.714 -2.570 -0.3468
C -0.831 -2.543 -3.668 -0.6857
C -1.720 -3.664 -3.840 -0.7811
C -2.837 -3.744 -3.010 -0.8011
C -3.014 -2.910 -1.929 0.1435
H 0.029 1.811 4.193 0.4604
H -1.667 1.425 4.176 0.4045
H -1.120 2.624 3.046 0.3998
H 1.195 0.185 4.851 0.3860
H 3.652 0.178 5.400 0.4631
H 5.397 -0.347 3.595 0.4044
H 4.595 -0.747 1.298 0.6163
H 4.137 1.684 0.481 0.4427
H 5.972 2.550 -0.891 0.4040
H 6.053 2.087 -3.310 0.4416
H 4.562 0.351 -4.306 0.5170
H 2.838 -0.875 -2.788 0.5386
H 4.245 -2.081 -0.752 0.3646
H 4.396 -4.475 -1.094 0.4491
H 2.388 -5.892 -0.782 0.4595
H 0.182 -4.721 -0.380 0.5794
H 0.248 -2.507 0.657 -0.0792
H -0.513 -1.753 4.421 0.3585
H -1.674 -3.868 4.453 0.4186
H -3.324 -4.469 2.570 0.4946
H -3.753 -2.895 0.832 0.4327
H -3.380 1.140 1.620 0.2071
H -5.531 2.259 1.710 0.4155
H -7.429 1.176 0.299 0.3827
H -6.914 -0.402 -1.550 0.3660
H -4.487 -1.131 -1.895 0.7351
H -0.254 -0.971 -2.339 -0.0111
H 0.034 -2.362 -4.247 0.5422
H -1.506 -4.354 -4.629 0.5109
H -3.605 -4.517 -3.172 0.4344
H -3.893 -3.052 -1.220 0.2591
N 0.754 7.370 -0.817 -0.3152
C -0.447 6.760 -0.896 0.3891
O -1.559 7.359 -0.925 -0.5635
C -0.372 5.294 -0.993 1.0987
C -1.572 4.462 -0.952 -0.9265
C -1.475 3.126 -1.254 -0.0898
N -0.288 2.489 -1.324 -0.4556
C 0.820 3.226 -1.433 -0.4900
C 0.785 4.594 -1.403 -0.9779
H 0.724 8.389 -0.891 0.2832
H 1.645 6.898 -0.818 0.1627
H -2.558 4.940 -0.879 0.5415
H -2.329 2.475 -1.582 0.5995
H 1.751 2.756 -1.669 0.5514
H 1.652 5.096 -1.714 0.4427
```


Formula: C43H38BrN2OP2RhS3Sb
Source: the OMol25 dataset
Level of theory: the ωB97M-V functional and the def2-TZVPD basis

Values from the calculation:
Energy relative to the best compared isomer or geometry (same formula, charge and spin), kJ/mol: 130.2
HOMO level, eV: -3.98
Kohn-Sham gap, eV: 5.7647
Net charge: -1
Spin multiplicity: 1

Structure (XYZ):
```
92
Properties=species:S:1:pos:R:3:mulliken_charge:R:1
Rh -1.232 -0.310 0.147 -0.1312
C 2.359 -1.368 0.418 -1.2074
N 2.389 -1.476 1.870 0.3967
C 1.145 -1.258 2.596 -1.6614
P -0.046 0.033 1.974 1.0412
C 0.695 1.589 2.608 1.1436
C 2.026 1.669 3.011 -0.1745
C 2.547 2.859 3.501 -0.6165
C 1.743 3.985 3.585 -0.7102
C 0.417 3.915 3.184 -0.9408
C -0.104 2.726 2.699 -0.6881
C -1.271 -0.160 3.365 0.7938
C -2.614 -0.356 3.044 -0.7203
C -3.565 -0.523 4.039 -0.5755
C -3.189 -0.489 5.374 -0.6709
C -1.859 -0.266 5.708 -0.8482
C -0.912 -0.094 4.710 -0.4652
C 3.564 -1.730 2.561 1.7694
C 4.762 -2.041 1.888 -0.9159
C 5.941 -2.276 2.568 -0.5843
C 6.000 -2.228 3.954 -0.7180
C 4.828 -1.949 4.636 -0.7910
C 3.637 -1.712 3.969 -0.5780
P 2.607 0.410 -0.148 1.2644
C 2.234 0.292 -1.937 0.0027
C 1.011 -0.247 -2.330 0.0924
C 0.644 -0.273 -3.668 -0.5141
C 1.483 0.260 -4.636 -0.7777
C 2.682 0.846 -4.250 -0.6562
C 3.053 0.863 -2.913 -0.7599
C 4.443 0.486 -0.164 0.2330
C 5.256 -0.323 -0.962 -0.2946
C 6.635 -0.262 -0.860 -0.6593
C 7.228 0.611 0.045 -0.5246
C 6.436 1.430 0.833 -0.5487
C 5.051 1.371 0.720 -0.5386
H 1.385 -1.703 0.061 -0.4578
H 3.105 -2.026 -0.024 1.0067
H 1.367 -0.995 3.623 0.1274
H 0.541 -2.171 2.609 0.5399
H 2.671 0.802 2.945 0.3386
H 3.585 2.902 3.810 0.4744
H 2.150 4.917 3.960 0.3640
H -0.216 4.792 3.237 0.4085
H -1.138 2.688 2.381 0.4503
H -2.840 -0.359 1.977 0.7169
H -4.604 -0.678 3.768 0.4355
H -3.929 -0.624 6.153 0.3754
H -1.562 -0.216 6.749 0.3992
H 0.116 0.115 4.989 0.2537
H 4.789 -2.085 0.813 0.4300
H 6.831 -2.497 1.991 0.4004
H 6.927 -2.408 4.482 0.3760
H 4.826 -1.915 5.719 0.3808
H 2.766 -1.515 4.574 0.3974
H 0.291 -0.573 -1.575 0.1406
H -0.321 -0.684 -3.942 0.5014
H 1.195 0.243 -5.680 0.3488
H 3.330 1.298 -4.990 0.3790
H 3.985 1.335 -2.630 0.3944
H 4.799 -1.008 -1.668 0.4197
H 7.252 -0.899 -1.483 0.3788
H 8.307 0.653 0.131 0.3741
H 6.891 2.115 1.537 0.4123
H 4.428 2.015 1.331 0.3956
S -1.601 2.241 -2.229 -0.3861
Sb 0.268 3.513 -2.875 0.5055
S -1.534 2.047 -0.178 -0.2415
S 1.413 3.967 -1.031 -0.4936
O -2.795 -0.738 -1.342 -0.6799
N -3.929 -0.568 -0.710 0.7203
C -4.435 -1.594 0.011 -0.1648
C -5.610 -1.440 0.707 -0.9219
C -6.278 -0.222 0.669 -0.1951
C -5.743 0.807 -0.086 -0.8075
C -4.565 0.617 -0.777 -0.0521
H -3.820 -2.481 -0.002 0.5498
H -5.984 -2.276 1.281 0.4477
H -7.197 -0.081 1.222 0.3978
H -6.219 1.775 -0.143 0.4356
H -4.066 1.361 -1.377 0.3565
Br -0.952 -7.101 0.251 -0.2653
C -1.044 -5.194 0.276 -0.2230
C -0.772 -4.476 -0.876 -0.5465
C -0.837 -3.090 -0.839 -0.3604
C -1.146 -2.349 0.321 0.3819
C -1.432 -3.146 1.445 -0.0419
C -1.388 -4.537 1.441 -0.4428
H -0.515 -4.994 -1.792 0.4268
H -0.650 -2.564 -1.770 0.2641
H -1.717 -2.670 2.378 0.2734
H -1.617 -5.100 2.338 0.4346
```


Formula: C43H38Cl3F3N2O3S2SbSeSiTi
Source: the OMol25 dataset
Level of theory: the ωB97M-V functional and the def2-TZVPD basis

Values from the calculation:
Energy relative to the best compared isomer or geometry (same formula, charge and spin), kJ/mol: 239.8
HOMO level (alpha / beta), eV: -0.83 / -0.85
<S²>: 0.7855
Kohn-Sham gap (alpha / beta), eV: 4.7709 / 4.7160
Net charge: -2
Spin multiplicity: 2

Structure (XYZ):
```
98
Properties=species:S:1:pos:R:3:mulliken_charge:R:1
Ti 0.752 -0.534 0.688 -0.9338
Cl -4.652 -5.388 0.353 -0.3015
C -3.564 -4.016 0.535 0.1132
C -3.911 -2.992 1.406 -0.8140
C -3.043 -1.910 1.529 -0.6378
C -1.858 -1.847 0.812 -0.6452
O -1.048 -0.802 0.968 1.9865
C -1.520 -2.884 -0.106 1.0444
C -0.403 -2.774 -0.979 -1.2899
N 0.372 -1.661 -1.014 1.1901
C 1.132 -1.323 -2.104 0.1527
C 1.424 -2.094 -3.212 -0.8682
C 2.177 -1.552 -4.274 -0.7469
C 2.626 -0.262 -4.255 -1.3285
C 2.339 0.557 -3.133 1.7142
C 2.784 1.898 -2.990 -1.1287
C 2.482 2.593 -1.862 -1.2048
C 1.712 1.982 -0.849 -0.1029
N 1.269 0.751 -0.960 2.0036
C 1.595 0.028 -2.077 -0.4873
C -2.406 -3.978 -0.207 -0.9206
H -4.834 -3.037 1.967 0.4030
H -3.275 -1.092 2.200 0.4166
H -0.240 -3.567 -1.701 0.0352
H 1.094 -3.123 -3.258 0.3897
H 2.405 -2.180 -5.128 0.3669
H 3.206 0.143 -5.076 0.4276
H 3.386 2.344 -3.775 0.3495
H 2.823 3.608 -1.706 0.5065
H 1.513 2.500 0.083 0.5230
H -2.174 -4.782 -0.894 0.4431
C 5.436 0.477 -0.554 -1.9368
C 4.304 0.828 0.408 0.4526
S 3.244 -0.592 0.620 -0.6609
C 4.334 2.055 1.009 0.8405
C 5.513 2.941 0.611 -1.6531
S 3.275 2.772 2.197 -0.4105
H 5.249 -0.493 -1.016 0.4712
H 6.405 0.421 -0.041 0.3722
H 5.537 1.218 -1.356 0.2623
H 6.469 2.489 0.903 0.3155
H 5.419 3.903 1.109 0.4045
H 5.552 3.110 -0.473 0.2788
F 1.618 7.615 0.279 -0.3903
C 0.887 6.471 0.215 0.3561
C 0.723 5.716 1.354 -0.5506
C -0.043 4.559 1.279 -0.2414
C -0.626 4.154 0.077 0.3033
C -0.425 4.945 -1.054 -0.2747
C 0.331 6.112 -0.994 -0.7140
Sb -1.832 2.349 0.054 0.1918
C -3.499 3.525 0.796 -0.2323
C -3.902 4.720 0.200 -0.0048
C -4.974 5.449 0.698 -0.8333
C -5.634 4.968 1.811 0.4137
F -6.688 5.675 2.301 -0.3637
C -5.264 3.803 2.443 -0.6127
C -4.189 3.084 1.924 -0.5467
C -2.432 2.570 -2.037 -0.2335
C -1.480 2.461 -3.055 -0.1119
C -1.842 2.440 -4.397 -0.7484
C -3.181 2.504 -4.714 0.3580
F -3.548 2.493 -6.023 -0.3673
C -4.163 2.573 -3.750 -0.7321
C -3.777 2.601 -2.413 -0.4857
H 1.199 6.015 2.278 0.4244
H -0.172 3.962 2.171 0.3058
H -0.858 4.661 -2.004 0.3439
H 0.489 6.732 -1.867 0.4212
H -3.371 5.094 -0.670 0.4145
H -5.296 6.377 0.242 0.4159
H -5.804 3.470 3.320 0.4322
H -3.871 2.174 2.421 0.3717
H -0.424 2.386 -2.807 0.5278
H -1.101 2.369 -5.184 0.4940
H -5.205 2.598 -4.042 0.4269
H -4.548 2.655 -1.652 0.4129
C 1.788 -5.442 3.432 -1.1830
Si 0.498 -4.675 2.319 0.5808
C 0.303 -5.805 0.834 -0.9861
C -1.127 -4.610 3.234 -0.6638
Se 1.401 -2.696 1.814 -0.0454
H 1.530 -6.465 3.729 0.3479
H 1.913 -4.828 4.328 0.2345
H 2.750 -5.452 2.912 0.2663
H 0.392 -6.857 1.128 0.4714
H 1.079 -5.582 0.096 0.1944
H -0.668 -5.662 0.366 0.2328
H -1.340 -5.571 3.718 0.4054
H -1.945 -4.379 2.547 0.0718
H -1.101 -3.831 4.000 0.1244
Cl -0.889 -0.878 4.325 -0.1739
C 0.237 0.508 4.130 -0.1061
Cl 1.910 0.000 4.272 -0.0736
C -0.113 1.246 2.822 -0.0213
O -1.071 1.996 2.936 -0.5911
O 0.569 1.076 1.745 -0.1411
H 0.016 1.187 4.940 0.4931
```


Taking the records one at a time from the top gives M values of 783.8, 1061.5, 1134.9 u.